(1)
ORCA calculation (ωB97M-V/def2-TZVPD) on a structure of composition C30H32Br2N5O3Sr.

## Properties
HOMO level (Eh): -0.166
LUMO energy (eV): 2.47
Total charge: -1

Atoms and positions in Å:
Sr 0.06 0.73 0.13
O 0.51 -1.23 1.07
C 1.18 -1.69 2.06
C 1.56 -3.05 2.15
C 2.12 -3.57 3.28
C 2.34 -2.78 4.41
C 2.04 -1.44 4.35
C 1.51 -0.87 3.19
C 1.29 0.54 3.09
N 1.13 1.33 4.06
C 0.79 2.69 3.80
C -0.72 2.80 3.52
N -1.02 2.69 2.12
C -2.03 3.34 1.70
C -2.50 3.45 0.35
C -3.78 3.96 0.14
C -4.31 4.12 -1.12
C -3.51 3.82 -2.22
C -2.23 3.37 -2.05
C -1.66 3.11 -0.77
O -0.51 2.61 -0.65
H 1.39 -3.68 1.28
H 2.40 -4.62 3.31
H 2.75 -3.21 5.31
H 2.23 -0.78 5.18
H 1.26 0.93 2.03
H 1.33 3.10 2.93
H 1.03 3.28 4.69
H -1.12 3.75 3.92
H -1.21 1.97 4.05
H -2.63 3.92 2.43
H -4.39 4.21 1.01
H -5.32 4.49 -1.26
H -3.91 3.94 -3.22
H -1.61 3.17 -2.92
C 0.06 -3.69 -1.30
C 1.36 -3.10 -1.76
C 2.34 -3.90 -2.39
C 3.52 -3.32 -2.77
C 3.77 -1.97 -2.47
C 4.96 -1.28 -2.75
Br 6.39 -2.18 -3.67
C 5.15 0.02 -2.37
C 4.14 0.68 -1.70
Br 4.42 2.47 -1.09
C 2.88 0.13 -1.41
O 1.96 0.78 -0.83
C 2.72 -1.25 -1.83
N 1.55 -1.83 -1.54
H 0.23 -4.67 -0.85
H -0.63 -3.82 -2.13
H -0.36 -3.03 -0.56
H 2.14 -4.94 -2.59
H 4.28 -3.90 -3.29
H 6.08 0.53 -2.58
N -2.07 -0.17 1.24
C -2.65 -0.89 0.12
C -3.23 0.11 -0.87
C -3.17 -0.31 -2.34
C -1.76 -0.70 -2.80
N -0.74 0.17 -2.25
H -1.54 -0.81 1.83
H -2.80 0.26 1.81
H -3.42 -1.62 0.43
H -1.83 -1.44 -0.34
H -2.66 1.03 -0.76
H -4.27 0.34 -0.61
H -3.51 0.55 -2.93
H -3.85 -1.14 -2.53
H -1.75 -0.72 -3.91
H -1.54 -1.72 -2.47
H -0.82 1.10 -2.65
H 0.18 -0.18 -2.47

***

(2)
ORCA calculation (ωB97M-V/def2-TZVPD) on a structure of composition C30H32ClDyN3SSi2.

## Properties
⟨S²⟩: 9.61
Spin multiplicity: 6
HOMO level (spin up / spin down) (Eh): -0.313 / -0.347
Energy relative to the best compared isomer or geometry (same formula, charge and spin) (kcal per mole): 35.8
LUMO energy (spin up / spin down) (eV): -3.92 / -2.70
Total charge: +1

Atoms and positions in Å:
C -0.76 -0.21 0.52
C -1.30 0.15 -0.74
C -1.35 -1.03 -1.54
H -1.63 1.15 -1.04
C -0.82 -2.12 -0.78
C -0.45 -1.62 0.50
H -0.10 -2.21 1.35
H -0.71 0.44 1.39
H -1.76 -1.11 -2.55
H -0.75 -3.16 -1.11
Dy 1.07 -0.45 -1.22
Si 1.30 0.65 -4.33
C 0.29 2.19 -4.52
C 0.73 3.43 -5.00
H 1.77 3.55 -5.31
C -0.20 4.46 -5.17
H 0.11 5.40 -5.61
C -1.54 4.29 -4.79
H -2.27 5.10 -4.92
C -1.96 3.07 -4.26
H -3.00 2.89 -3.97
C -1.05 2.03 -4.12
H -1.39 1.07 -3.70
C 0.36 -1.03 -4.54
C -0.91 -1.09 -5.16
H -1.34 -0.17 -5.58
C -1.58 -2.31 -5.28
H -2.50 -2.35 -5.86
C -1.07 -3.46 -4.67
H -1.60 -4.41 -4.77
C 0.09 -3.36 -3.91
H 0.44 -4.24 -3.37
C 0.82 -2.17 -3.84
H 1.79 -2.13 -3.30
H 0.59 0.63 -2.92
Si 1.56 0.15 -6.54
C 1.45 -1.45 -7.45
C 0.74 -1.49 -8.66
H 0.53 -0.57 -9.20
C 0.26 -2.71 -9.15
H -0.35 -2.73 -10.05
C 0.54 -3.89 -8.46
H 0.13 -4.84 -8.81
C 1.36 -3.87 -7.33
H 1.60 -4.80 -6.79
C 1.86 -2.66 -6.86
H 2.51 -2.64 -5.98
C 0.84 1.52 -7.59
C -0.54 1.60 -7.77
H -1.19 0.80 -7.40
C -1.11 2.69 -8.42
H -2.19 2.77 -8.50
C -0.27 3.66 -8.98
H -0.71 4.50 -9.52
C 1.12 3.55 -8.88
H 1.77 4.28 -9.35
C 1.68 2.47 -8.19
H 2.75 2.35 -8.11
H 2.89 0.56 -5.92
Cl 3.13 0.69 -3.20
N 2.69 -0.63 0.61
N 1.98 0.18 1.56
C 1.83 1.50 1.22
N 1.80 2.35 2.25
S 1.71 2.01 -0.40
H 3.58 -0.15 0.39
H 2.94 -1.52 1.05
H 2.16 -0.03 2.54
H 1.72 3.34 2.07
H 1.93 2.04 3.21

***

(3)
ORCA calculation (ωB97M-V/def2-TZVPD) on a structure of composition C30H32F6IrNO3S.

## Properties
⟨S²⟩: 0.76
Spin multiplicity: 2
HOMO level (spin up / spin down) (Eh): -0.138 / -0.175
Energy relative to the best compared isomer or geometry (same formula, charge and spin) (kcal per mole): 11.8
LUMO energy (spin up / spin down) (eV): 2.65 / 2.65
Total charge: -1

Atoms and positions in Å:
Ir -1.70 1.65 0.52
C -1.37 3.51 -0.52
C -0.10 2.87 -0.70
C 0.64 2.98 0.53
C -0.17 3.60 1.48
C -1.43 3.89 0.86
C -2.54 4.71 1.45
C 0.20 3.87 2.90
C 2.00 2.42 0.79
C 0.43 2.29 -1.97
C -2.32 3.93 -1.60
H -3.47 4.54 0.93
H -2.30 5.78 1.39
H -2.70 4.46 2.50
H 0.15 2.95 3.49
H -0.47 4.60 3.35
H 1.22 4.27 2.97
H 2.02 1.83 1.71
H 2.73 3.22 0.91
H 2.32 1.77 -0.03
H 0.40 1.20 -1.96
H 1.47 2.61 -2.15
H -0.16 2.61 -2.83
H -3.36 3.82 -1.27
H -2.20 3.31 -2.48
H -2.17 4.98 -1.89
S -4.72 1.70 1.94
C -3.29 1.62 1.30
C 2.01 -3.53 -3.87
C 1.97 -3.76 -2.38
C 1.97 -5.06 -1.88
C 1.92 -5.28 -0.52
C 1.86 -4.21 0.37
C 1.88 -2.91 -0.11
N 1.77 -1.78 0.71
C 1.98 -1.71 2.07
C 3.00 -2.46 2.69
C 3.26 -2.33 4.04
C 2.54 -1.43 4.82
C 1.55 -0.67 4.21
C 1.26 -0.79 2.86
C 0.17 0.13 2.31
O -0.42 0.88 3.09
O -0.04 0.09 1.04
C 1.95 -2.67 -1.50
C 1.98 -1.25 -2.01
H 1.92 -4.48 -4.40
H 2.94 -3.06 -4.19
H 1.19 -2.88 -4.20
H 1.99 -5.89 -2.57
H 1.89 -6.29 -0.13
H 1.77 -4.39 1.43
H 1.07 -1.09 0.42
H 3.59 -3.13 2.09
H 4.05 -2.92 4.48
H 2.75 -1.32 5.87
H 0.97 0.04 4.77
H 2.50 -0.61 -1.30
H 0.97 -0.85 -2.12
H 2.48 -1.18 -2.97
C -1.98 -1.16 -2.92
C -2.61 -0.64 -1.62
O -1.97 0.50 -1.24
C -2.51 -1.76 -0.56
F -1.23 -2.09 -0.35
F -3.14 -2.89 -0.95
F -3.03 -1.41 0.63
C -4.10 -0.32 -1.92
F -4.80 0.06 -0.85
F -4.76 -1.37 -2.47
F -4.17 0.68 -2.82
H -0.93 -1.35 -2.73
H -2.06 -0.37 -3.67
H -2.46 -2.07 -3.28

***

(4)
ORCA calculation (ωB97M-V/def2-TZVPD) on a structure of composition C30H32FeNO.

## Properties
⟨S²⟩: 6.09
Spin multiplicity: 5
HOMO level (spin up / spin down) (Eh): -0.043 / -0.098
Energy relative to the best compared isomer or geometry (same formula, charge and spin) (kcal per mole): 0.0
LUMO energy (spin up / spin down) (eV): 2.70 / 2.69
Total charge: -1

Atoms and positions in Å:
C -6.18 0.48 1.45
O -5.66 -0.82 1.58
C -4.30 -0.87 1.78
C -3.72 -2.13 2.03
C -2.40 -2.27 2.32
C -1.54 -1.14 2.35
C -0.22 -1.23 2.86
C 0.78 -0.23 2.72
C 1.90 0.03 3.66
C 2.68 1.10 3.15
C 2.09 1.53 1.87
C 0.95 0.75 1.60
Fe 2.61 -0.52 1.80
C 2.59 -2.31 0.67
C 2.99 -2.60 2.04
C 4.18 -1.82 2.33
C 4.51 -1.05 1.14
C 3.53 -1.35 0.12
C -2.11 0.12 2.02
C -3.44 0.25 1.75
H -7.27 0.41 1.35
H -5.95 1.06 2.34
H -5.77 0.96 0.57
H -4.38 -2.99 2.02
H -1.99 -3.24 2.55
H 0.03 -2.09 3.46
H 2.07 -0.48 4.61
H 3.54 1.56 3.64
H 2.47 2.32 1.23
H 0.34 0.81 0.70
H 1.75 -2.77 0.14
H 2.51 -3.31 2.71
H 4.72 -1.81 3.27
H 5.34 -0.34 1.05
H 3.50 -0.94 -0.89
H -1.49 0.99 2.05
H -3.84 1.22 1.54
C -3.02 -2.74 -2.95
C -3.54 -1.57 -2.43
C -2.71 -0.52 -2.12
C -1.33 -0.60 -2.33
C -0.50 0.56 -2.09
C 0.82 0.64 -2.34
N 1.57 1.80 -2.26
C 2.89 1.91 -2.92
C 3.34 3.38 -2.82
C 2.12 4.18 -2.30
C 0.98 3.16 -2.13
C -0.82 -1.81 -2.84
C -1.66 -2.85 -3.15
H -3.68 -3.55 -3.22
H -4.61 -1.48 -2.28
H -3.12 0.40 -1.72
H -1.00 1.46 -1.77
H 1.36 -0.23 -2.67
H 3.60 1.23 -2.44
H 2.78 1.60 -3.97
H 4.19 3.49 -2.14
H 3.68 3.76 -3.79
H 2.35 4.67 -1.35
H 1.83 4.97 -3.00
H 0.21 3.28 -2.89
H 0.49 3.24 -1.15
H 0.23 -1.91 -3.00
H -1.26 -3.77 -3.55

***

(5)
ORCA calculation (ωB97M-V/def2-TZVPD) on a structure of composition C30H32MgN2O2P2S.

## Properties
HOMO level (spin up / spin down) (Eh): -0.469 / -0.468
Energy relative to the best compared isomer or geometry (same formula, charge and spin) (kcal per mole): 2.9
LUMO energy (spin up / spin down) (eV): -6.93 / -9.74
Total charge: +2

Atoms and positions in Å:
Mg 4.87 -9.23 -11.37
C 7.97 -13.68 -18.77
S 6.97 -12.25 -19.23
C 7.44 -11.11 -17.88
C 6.76 -11.47 -16.55
C 6.96 -10.34 -15.55
N 6.23 -10.61 -14.27
P 4.59 -10.19 -13.90
C 4.10 -9.01 -15.22
C 3.67 -9.44 -16.49
C 3.44 -8.47 -17.47
C 3.62 -7.12 -17.21
C 3.98 -6.72 -15.91
C 4.12 -7.63 -14.91
C 3.56 -11.61 -14.12
C 2.21 -11.46 -14.50
C 1.43 -12.58 -14.72
C 1.94 -13.85 -14.54
C 3.26 -13.98 -14.02
C 4.02 -12.91 -13.71
P 6.76 -10.23 -12.61
C 7.26 -11.81 -11.92
C 6.62 -12.28 -10.77
C 7.14 -13.36 -10.07
C 8.20 -14.07 -10.61
C 8.62 -13.73 -11.91
C 8.17 -12.62 -12.59
C 8.20 -9.13 -12.75
C 8.09 -7.98 -13.57
C 9.21 -7.27 -13.86
C 10.40 -7.48 -13.13
C 10.40 -8.46 -12.11
C 9.33 -9.31 -11.95
H 8.05 -14.31 -19.69
H 7.45 -14.29 -18.00
H 9.00 -13.44 -18.53
H 7.16 -10.17 -18.28
H 8.56 -11.18 -17.76
H 7.12 -12.37 -16.09
H 5.66 -11.59 -16.66
H 6.62 -9.39 -15.99
H 8.03 -10.17 -15.41
H 3.56 -10.51 -16.73
H 3.13 -8.82 -18.45
H 3.45 -6.44 -18.02
H 4.16 -5.69 -15.72
H 4.45 -7.34 -13.90
H 1.89 -10.42 -14.64
H 0.45 -12.42 -15.14
H 1.28 -14.72 -14.68
H 3.67 -15.01 -13.96
H 5.06 -13.08 -13.26
H 5.76 -11.74 -10.43
H 6.61 -13.77 -9.16
H 8.71 -14.85 -10.05
H 9.26 -14.44 -12.47
H 8.55 -12.27 -13.54
H 7.17 -7.83 -14.12
H 9.12 -6.41 -14.51
H 11.36 -7.05 -13.38
H 11.27 -8.64 -11.48
H 9.37 -10.11 -11.23
C 3.76 -10.02 -7.52
C 3.90 -9.70 -8.94
O 5.03 -9.92 -9.48
H 2.78 -10.44 -7.21
H 3.83 -8.99 -7.08
H 4.62 -10.59 -7.16
O 3.06 -8.76 -10.74
N 2.77 -9.19 -9.48

***

(6)
ORCA calculation (ωB97M-V/def2-TZVPD) on the molecule C30H32N2O5.

## Properties
HOMO level (Eh): -0.332
Energy relative to the best compared isomer or geometry (same formula, charge and spin) (kcal per mole): 0.0
LUMO energy (eV): 0.68
Total charge: 0

Atoms and positions in Å:
C 3.19 -5.73 1.66
O 1.83 -5.40 1.46
C 1.48 -4.14 1.72
O 2.24 -3.30 2.13
C 0.01 -3.89 1.44
C -0.29 -4.06 -0.07
C 0.43 -3.02 -0.87
C 1.73 -3.23 -1.31
C 2.41 -2.25 -2.00
C 1.80 -1.03 -2.26
C 0.50 -0.81 -1.83
C -0.18 -1.81 -1.15
N -0.31 -2.56 1.89
C -1.54 -2.20 2.30
O -2.46 -3.00 2.33
C -1.72 -0.76 2.68
C -3.10 -0.49 3.26
C -0.56 0.05 3.22
C -1.02 0.26 1.81
C -1.65 1.57 1.37
N -0.70 2.65 1.55
C 0.50 2.64 0.92
O 1.06 1.67 0.48
O 1.01 3.90 0.88
C 2.18 4.06 0.06
C 1.76 4.15 -1.39
C 1.69 3.00 -2.17
C 1.22 3.07 -3.47
C 0.81 4.28 -4.00
C 0.87 5.42 -3.22
C 1.34 5.36 -1.92
C -2.14 1.45 -0.06
C -1.81 2.39 -1.04
C -2.24 2.22 -2.34
C -3.01 1.13 -2.70
C -3.35 0.20 -1.73
C -2.92 0.36 -0.42
H 3.33 -6.72 1.24
H 3.43 -5.73 2.73
H 3.84 -5.00 1.17
H -0.60 -4.60 2.01
H 0.01 -5.07 -0.36
H -1.37 -3.96 -0.20
H 2.22 -4.18 -1.12
H 3.42 -2.42 -2.33
H 2.33 -0.26 -2.79
H 0.01 0.13 -2.03
H -1.20 -1.64 -0.83
H 0.47 -1.91 1.90
H -3.17 0.51 3.67
H -3.30 -1.21 4.05
H -3.87 -0.62 2.50
H -0.80 0.81 3.94
H 0.39 -0.43 3.40
H -0.38 -0.14 1.03
H -2.51 1.80 2.02
H -1.06 3.57 1.76
H 2.85 3.21 0.22
H 2.64 4.99 0.40
H 2.00 2.05 -1.75
H 1.16 2.17 -4.06
H 0.44 4.33 -5.01
H 0.55 6.37 -3.63
H 1.38 6.25 -1.32
H -1.22 3.25 -0.79
H -1.96 2.96 -3.08
H -3.34 1.00 -3.72
H -3.96 -0.66 -1.99
H -3.19 -0.38 0.32

***

(7)
ORCA calculation (ωB97M-V/def2-TZVPD) on a cluster of 2 separate species, C30H32N5O2 in total.

## Properties
HOMO level (Eh): -0.416
Energy relative to the best compared isomer or geometry (same formula, charge and spin) (kcal per mole): 56.4
LUMO energy (eV): -5.37
Total charge: +1

Atoms and positions in Å:
C -8.16 3.16 0.54
C -7.61 4.41 0.37
C -6.25 4.58 0.42
C -5.41 3.50 0.63
C -3.94 3.69 0.72
N -3.11 2.58 0.60
N -1.75 2.81 0.48
O -3.46 4.79 0.88
C -5.97 2.24 0.81
C -7.34 2.07 0.76
H -9.23 3.03 0.49
H -8.25 5.26 0.21
H -5.81 5.56 0.31
H -3.40 1.81 0.00
H -1.52 3.39 -0.31
H -1.36 3.28 1.28
H -5.34 1.40 1.02
H -7.77 1.10 0.90
C 5.38 -2.98 -1.02
N 4.22 -2.46 -0.32
C 4.17 -2.44 1.05
O 5.03 -2.83 1.81
C 2.83 -1.82 1.44
C 3.03 -0.55 2.26
C 3.76 -0.76 3.55
C 4.99 -0.16 3.78
C 5.68 -0.39 4.96
C 5.15 -1.22 5.92
C 3.93 -1.82 5.71
C 3.24 -1.59 4.54
N 2.09 -1.56 0.16
C 0.82 -1.09 0.07
C 0.18 -0.88 -1.14
C -1.11 -0.39 -1.30
C -1.72 -0.19 -2.56
C -3.04 0.30 -2.65
C -3.64 0.49 -3.86
C -2.97 0.22 -5.05
C -3.58 0.42 -6.28
N -4.10 0.58 -7.32
C -1.66 -0.27 -4.98
C -1.05 -0.47 -3.78
C 2.98 -1.97 -0.99
C 3.33 -0.77 -1.86
C 2.36 -3.14 -1.76
H 6.15 -3.25 -0.30
H 5.12 -3.86 -1.60
H 5.79 -2.22 -1.69
H 2.26 -2.57 2.01
H 3.58 0.18 1.65
H 2.06 -0.08 2.47
H 5.41 0.49 3.03
H 6.64 0.09 5.12
H 5.70 -1.41 6.83
H 3.51 -2.47 6.46
H 2.28 -2.06 4.38
H 0.29 -0.88 0.98
H 0.72 -1.10 -2.03
H -1.67 -0.13 -0.42
H -3.58 0.51 -1.74
H -4.65 0.87 -3.91
H -1.13 -0.48 -5.90
H -0.04 -0.84 -3.76
H 3.85 -0.02 -1.26
H 3.98 -1.07 -2.68
H 2.45 -0.29 -2.29
H 2.23 -3.99 -1.09
H 1.39 -2.90 -2.19
H 3.02 -3.44 -2.58

***

Calculated values (eV/Å) of max |F| for the records, taken in order: 3.1; 3.2; 1.0; 2.0; 3.5; 0.5; 3.7.